No. 1
Computed, not measured: 11 unconnected molecules or ions with the total composition C35H88O17 in a non-equilibrium geometry, with ωB97M-V/def2-TZVPD.

Positions of all 140 atoms, in Å:
O  -2.8296  -3.2410  -2.8853
O  -1.0871  -1.2761  -4.0460
O  0.3184  -0.2758  1.4100
O  5.0340  1.5342  2.2062
O  3.0791  -3.3410  -1.7925
O  -4.0362  0.5067  4.4500
O  4.9616  0.5918  -2.3464
O  -6.2939  2.1759  5.7501
O  4.8833  -1.5508  2.7134
O  0.6274  2.6761  4.9656
O  -6.3407  -0.5688  -0.1266
O  0.5503  -3.4969  -4.8290
O  0.9932  3.1135  -4.3658
O  6.3410  -4.2483  -2.9262
O  -6.3816  -3.3089  -0.8470
O  2.6723  4.9848  1.3708
O  0.5408  4.3790  -0.1553
C  -3.3431  -0.0845  3.3885
C  -2.0351  -0.6042  -4.8481
C  -5.4236  0.2691  4.4630
C  3.7289  1.2763  -2.3811
C  6.9089  -5.0079  -3.9592
C  0.9911  -2.4108  -4.0563
C  0.6204  0.5372  0.3084
C  1.3065  -4.6657  -4.5747
C  -6.5623  -3.2948  -2.2384
C  -5.1931  3.0228  5.5106
C  -5.5104  -1.5222  0.5309
C  -0.6905  2.7134  5.5347
C  -0.7949  -1.1097  1.1089
C  1.7382  4.8357  -0.7700
C  -0.6850  3.5063  3.2704
C  4.4790  -3.1895  -1.9573
C  3.9998  0.5917  2.0831
C  3.9078  -0.5867  3.0143
C  -6.8157  0.4285  0.7566
C  -0.5878  4.5754  -0.9828
C  -0.4045  2.9206  -4.1698
C  4.7415  -2.7639  3.4331
C  2.5078  -2.4004  -0.9441
C  0.2633  -1.1733  -4.5095
C  4.9403  -4.1492  -3.0531
C  -1.5415  -0.4380  -0.0673
C  3.5917  4.5281  2.3494
C  -5.9585  0.7816  5.7969
C  0.4569  2.5261  3.5563
C  2.8741  4.3811  0.1122
C  -0.6704  0.7388  -0.5055
C  -5.2139  -2.6704  -0.4031
C  6.3268  0.9914  2.3676
C  -1.6118  3.3743  4.4714
C  -2.9949  -3.9545  -4.1077
H  0.2210  1.4921  3.2769
H  3.5866  3.4368  2.3002
H  3.6479  2.1345  -1.7147
H  1.0581  1.5057  0.5600
H  -5.0817  3.2550  4.4451
H  7.9784  -5.0894  -3.7301
H  5.5856  -3.3810  3.1268
H  4.5862  -3.7917  -4.0248
H  -0.4256  4.2338  -2.0076
H  2.8874  -0.9920  2.9781
H  -0.4458  -2.0966  0.7822
H  -1.8016  0.4419  -5.0429
H  -0.5375  0.7156  -1.5895
H  2.9150  -1.3794  -1.0345
H  -5.1837  0.6850  6.5635
H  -1.4502  4.0462  -0.5834
H  -1.9865  4.3489  4.7728
H  0.7226  -0.3018  -4.0269
H  -1.3810  -1.2618  2.0116
H  0.2769  -1.0848  -5.5982
H  -0.9768  3.8492  -4.1179
H  -4.5888  -2.3322  -1.2328
H  -0.7659  5.6578  -1.0003
H  3.0460  1.1301  2.1144
H  -6.0331  0.7330  1.4697
H  6.9280  -4.5189  -4.9408
H  3.2844  4.9114  3.3154
H  -0.1762  4.4716  3.2953
H  -1.6315  -1.1486  -0.8899
H  1.4227  -2.4143  -0.9853
H  -4.5906  -0.9760  0.7813
H  -4.2376  2.6574  5.8876
H  6.9385  1.8362  2.6962
H  2.8215  3.2897  0.2248
H  4.4578  -5.1144  -2.8458
H  6.5429  -6.0310  -4.0715
H  1.2515  -4.9943  -3.5352
H  -4.6190  -3.3873  0.1763
H  -3.6560  -3.4025  -4.7799
H  3.7597  -3.2038  3.2755
H  -2.9745  -0.6863  -4.2897
H  -0.5570  2.3429  -3.2610
H  1.1626  3.1007  -5.3097
H  2.9104  0.6082  -2.0518
H  1.3536  2.8412  3.0257
H  1.3787  0.0532  -0.3222
H  1.8412  4.4400  -1.7865
H  -2.2794  -1.1235  -5.7832
H  -6.7612  -2.2951  -2.6388
H  -0.9368  1.6623  5.7079
H  -5.4344  3.9793  5.9797
H  6.4521  0.2988  3.2072
H  -1.1103  3.3376  2.2807
H  -1.0782  1.7390  -0.3480
H  2.0714  -2.2127  -4.0349
H  -5.6594  -0.8021  4.4164
H  -2.0162  -4.1460  -4.5501
H  -2.5571  -0.1712  0.2288
H  6.7002  0.4940  1.4705
H  -2.4237  2.6776  4.2580
H  5.5677  1.1156  -1.8174
H  3.3618  1.4539  -3.3982
H  4.0036  -0.2614  4.0646
H  0.9026  -5.4698  -5.1941
H  -0.6360  3.2946  6.4517
H  4.7134  -2.1700  -2.2827
H  -7.5950  -0.0132  1.3902
H  0.7471  -2.5619  -2.9966
H  -3.3607  -1.1815  3.3516
H  4.9909  -2.5582  4.4840
H  4.6163  4.8268  2.1010
H  -2.3117  0.2579  3.4623
H  2.3328  -4.5121  -4.9249
H  1.6955  5.9317  -0.7876
H  3.8569  4.6858  -0.2657
H  -3.7581  0.2423  2.4231
H  -5.9942  -1.8414  1.4618
H  -0.7846  2.3511  -5.0215
H  3.9491  0.2081  1.0467
H  -5.6963  -3.7569  -2.7265
H  -3.4556  -4.9087  -3.8581
H  -6.8839  0.3253  6.1377
H  -7.0964  1.2814  0.1488
H  -5.9088  0.7944  3.6351
H  2.7778  -2.4915  0.1271
H  -7.4286  -3.9024  -2.5056
H  4.9780  -3.4372  -1.0169
H  -2.3938  -2.3978  -3.0650

Summary:
Maximum force   2.10 eV/Å
Frontier orbital gap   9.687 eV
HOMO   -9.3 eV
Multiplicity   1
ΔE to the lowest compared entry with this formula, charge and spin   0.732 eV

Results of the Löwdin charge analysis, in e, for atoms 1 through 6: O -0.15; O -0.22; O -0.14; O -0.18; O -0.19; O -0.20


No. 2
Computed, not measured: a molecular structure, C35H91BClIN3O18P2S3 in a non-equilibrium geometry, with ωB97M-V/def2-TZVPD.

Positions of all 155 atoms, in Å:
I  -1.5092  -0.1889  -3.9673
Cl  0.3026  -4.9221  -1.8756
S  -1.9059  0.5316  2.4998
S  1.3944  0.9599  -4.6715
S  -2.5550  3.1450  1.2466
P  2.5679  -1.5272  0.8477
P  1.5361  -0.2117  -0.8081
O  0.2031  6.4172  -4.7099
O  -6.7984  2.2689  6.0873
O  4.5308  -0.0536  -0.6743
O  1.9410  5.3871  -1.4487
O  -12.1306  -2.1615  7.5039
O  0.0707  -6.2723  0.9613
O  5.2974  2.1812  4.9911
O  -9.4853  -5.3804  4.7164
O  -4.1364  1.6599  5.4163
O  0.7692  0.6112  -2.1873
O  4.3107  -4.9964  -2.4867
O  -10.3423  0.3207  6.5765
O  7.6553  -0.0746  -8.7408
O  3.1264  3.2508  3.0864
O  1.7008  -1.6579  -1.8701
O  2.5369  -1.6459  -3.9196
O  1.9255  3.1890  -1.1090
O  -3.8129  6.1185  0.2460
N  -0.7771  2.8521  3.1736
N  3.6648  1.2483  -2.5070
N  0.7808  3.0317  4.7312
C  1.2199  -6.9394  1.4561
C  -1.3899  -0.0457  -0.2944
C  4.8157  -2.2642  -6.0545
C  2.0486  -3.2914  0.7458
C  -3.4793  0.7443  6.2939
C  -10.9382  1.6076  6.4319
C  -0.1384  -0.9536  -0.1799
C  -1.6867  2.2571  2.3046
C  1.1100  -4.0430  -3.2480
C  3.3453  -0.7939  -7.4277
C  1.3249  -1.5066  -3.1916
C  6.9261  1.1482  -8.7708
C  -0.0403  7.3897  -3.6974
C  -8.5702  -4.4647  4.1205
C  -7.1728  3.0644  7.2009
C  6.0403  1.0903  4.4575
C  0.9507  2.6037  -0.2154
C  2.4075  -1.7763  -5.3286
C  0.3743  4.3127  4.3203
C  -11.2798  -2.9670  6.6969
C  0.9693  -4.9773  -4.4649
C  1.4003  1.2755  0.3515
C  -3.1413  7.3697  0.2310
C  -2.3484  -0.2081  0.8917
C  6.1445  -1.4749  -6.2978
C  2.1790  -0.9016  2.5513
C  1.4506  4.3072  -1.6603
C  0.4002  -2.7062  -3.4722
C  0.0825  2.2103  4.0395
C  4.0137  4.2646  2.6062
C  0.6321  -0.0846  -3.3345
C  3.7546  -6.3057  -2.4287
C  -0.5695  4.1934  3.3854
C  4.9766  -3.0886  -4.7706
C  3.6822  -1.2373  -5.9789
B  3.3950  0.3399  -1.3622
H  6.9396  1.5867  -9.7724
H  0.3727  -5.6637  0.2735
H  1.9296  -6.2273  1.8868
H  0.8460  3.3093  0.6192
H  6.8875  -1.8228  -5.5813
H  1.1101  -0.9263  2.8089
H  4.1990  -1.0013  -8.0716
H  3.8959  0.7632  -3.3645
H  2.4704  -3.7461  -0.1436
H  4.8013  -2.4482  -3.9058
H  4.2520  -3.8928  -4.6757
H  -11.1452  -2.5075  5.7145
H  4.9654  3.7954  2.3595
H  0.6539  1.0144  1.1012
H  1.1478  6.2368  -4.7148
H  -8.2407  3.2622  7.1221
H  8.5653  0.1188  -8.9825
H  3.7639  -6.7754  -3.4181
H  -1.0801  4.9888  2.8803
H  -7.8134  -4.9935  3.5357
H  -2.4679  -1.2626  1.1344
H  1.7155  -7.5073  0.6615
H  -10.3079  -3.0932  7.1813
H  7.3372  1.8654  -8.0555
H  0.8372  -4.4088  -5.3831
H  0.5001  8.3160  -3.9120
H  2.7262  -6.2111  -2.0897
H  -3.7969  -0.2811  6.0926
H  5.9768  -3.5036  -4.6494
H  -10.6455  2.0521  5.4782
H  -3.3300  0.1796  0.6250
H  1.8657  -5.5792  -4.6021
H  2.2882  3.6745  3.3032
H  0.1129  -5.6391  -4.3743
H  -9.0933  -3.7532  3.4766
H  -8.0794  -3.9196  4.9223
H  -6.9744  2.5323  8.1372
H  5.3846  0.3814  3.9446
H  -2.8776  7.6859  1.2450
H  6.5690  -1.6503  -7.2790
H  4.7056  -2.9610  -6.8873
H  2.1720  -3.9477  -3.0501
H  -3.2095  5.4710  0.6293
H  -3.8919  1.4205  4.5169
H  -2.3949  0.8158  6.1863
H  1.1102  2.1356  -4.1017
H  0.5975  4.2208  -2.3526
H  2.6060  0.0876  2.6912
H  2.3710  1.4304  0.8039
H  4.3559  1.9552  -2.2840
H  0.7741  5.2255  4.7177
H  -1.1079  7.5976  -3.6832
H  -2.2349  7.3211  -0.3799
H  3.6031  4.7355  1.7103
H  -11.7452  -3.9415  6.5752
H  5.8982  0.9256  -8.4957
H  -0.0108  -2.6752  -4.4800
H  2.5323  -1.4127  -7.8082
H  0.9756  -3.4952  0.8176
H  3.1137  0.2655  -7.4835
H  -10.6319  2.2613  7.2525
H  6.8026  1.4414  3.7550
H  -1.1659  1.0113  -0.3924
H  0.1597  1.1445  4.1520
H  2.5165  -3.7996  1.5939
H  4.1779  5.0239  3.3777
H  -12.0187  1.4893  6.4532
H  -1.9861  -0.3714  -1.1421
H  4.8616  2.6158  4.2496
H  0.2645  7.0064  -2.7207
H  -9.3867  0.4413  6.5524
H  -3.7512  1.0066  7.3140
H  6.5319  0.5851  5.2874
H  0.8968  -7.6303  2.2328
H  2.3204  -2.8263  -5.6288
H  6.0208  -0.4154  -6.0891
H  -3.8171  8.1046  -0.2008
H  -0.0922  -1.2942  0.8549
H  -5.8469  2.0888  6.1473
H  -0.0226  2.5780  -0.7100
H  -6.6366  4.0178  7.2003
H  -0.4644  -2.6778  -2.8203
H  -9.9191  -5.8610  4.0061
H  2.6735  -1.5647  3.2631
H  5.2494  0.0103  -1.3163
H  -11.6970  -1.3055  7.5956
H  3.9940  -0.3436  -5.4439
H  1.5474  -1.2363  -5.7295
H  4.3089  -6.9308  -1.7225
H  5.2199  -5.0778  -2.7883
H  -0.3417  -1.8446  -0.7685

Summary:
Maximum force   2.50 eV/Å
Frontier orbital gap   4.466 eV
HOMO   -3.6 eV
Net charge   -1
Multiplicity   1
ΔE to the lowest compared entry with this formula, charge and spin   0.000 eV

Results of the Löwdin charge analysis, in e, for atoms 1 through 6: I 0.85; Cl 0.71; S 0.93; S 0.76; S 0.78; P 0.86


No. 3
Computed, not measured: a molecular structure, C35H92MgN11O14 in a non-equilibrium geometry, with ωB97M-V/def2-TZVPD.

Positions of all 153 atoms, in Å:
Mg  12.9999  -30.1075  -1.8568
O  9.9224  -25.3989  -14.2400
O  7.9837  -19.2969  -8.5735
O  17.8286  -27.2774  -4.5668
O  13.6180  -25.6740  -1.3058
O  10.0979  -23.6934  -4.2217
O  12.2531  -31.8520  -2.3576
O  12.6797  -29.5043  -3.8077
O  11.2057  -29.4764  -1.0706
O  10.6324  -34.4783  -10.4695
O  7.9433  -31.5331  -6.5724
O  10.2608  -26.9810  -9.1513
O  12.5976  -30.7198  -9.7971
O  3.4507  -34.2257  -10.8392
O  14.9019  -30.5768  -2.3352
N  16.3876  -28.2844  -5.9423
N  17.8324  -26.7161  -6.7995
N  11.3311  -26.7475  -12.0702
N  11.8318  -32.3358  -4.5034
N  9.5669  -21.5291  -6.0785
N  12.8506  -33.1683  -8.5276
N  9.0353  -29.2861  -0.5489
N  11.8671  -34.0316  -2.9352
N  9.6983  -28.9219  -2.6929
N  5.1619  -31.6748  -8.7150
N  13.7995  -28.3638  -1.2770
C  7.5265  -31.3770  -7.9282
C  12.6841  -29.0018  -5.0970
C  13.7818  -26.1752  -0.0092
C  11.6561  -32.3623  -8.2613
C  15.2609  -28.5482  -1.1501
C  11.9234  -32.6924  -3.2004
C  15.6162  -31.6878  -2.8578
C  10.0295  -29.2557  -1.4368
C  9.9941  -26.1767  -12.0274
C  14.2724  -24.4299  -1.5460
C  8.6577  -20.5410  -6.6302
C  11.6384  -30.6537  -10.8349
C  8.4411  -20.5525  -8.1543
C  11.5522  -27.3847  -9.5653
C  17.3780  -27.4027  -5.7105
C  12.0415  -26.5975  -10.7944
C  15.7692  -29.4279  -2.2724
C  2.7824  -35.0488  -9.8937
C  11.3964  -24.1115  -4.5286
C  9.1350  -23.7913  -5.2312
C  12.0328  -30.8851  -8.4945
C  4.5854  -33.5579  -10.2730
C  8.8829  -18.4932  -9.3076
C  13.3012  -27.6493  -0.1000
C  6.3440  -32.3215  -8.1909
C  9.6834  -34.8281  -9.4950
C  9.3195  -26.3909  -13.4299
C  9.1207  -24.9883  -15.3385
C  4.0998  -32.5482  -9.2084
C  12.5522  -34.5896  -8.7794
C  11.4216  -28.2052  -5.4534
C  9.1514  -30.8707  -6.2745
C  10.1873  -25.8528  -8.2965
C  11.9893  -34.8184  -10.1716
C  9.2888  -22.9131  -6.4639
H  12.6270  -34.2884  -10.8782
H  16.1098  -31.5674  -3.8247
H  11.9685  -31.3500  -4.7091
H  15.6499  -28.9796  -0.2225
H  10.6693  -30.2560  -10.5003
H  8.4040  -31.5739  -8.5516
H  13.4367  -35.2225  -8.6634
H  11.7783  -26.2290  -12.8182
H  12.3458  -27.3481  -8.8140
H  17.3452  -26.8287  -7.6646
H  9.3823  -20.7976  -8.6540
H  11.3042  -31.6170  -11.2381
H  18.7162  -26.2529  -6.6991
H  12.1475  -34.3750  -2.0372
H  10.5401  -28.8286  -5.2584
H  12.2151  -27.5352  -0.0943
H  9.0776  -24.8142  -5.6452
H  14.3168  -24.1133  -2.5900
H  1.9822  -34.4778  -9.4182
H  10.7879  -25.0032  -8.6493
H  8.1595  -23.6995  -4.7457
H  15.3365  -24.4947  -1.3055
H  8.3660  -17.5548  -9.4981
H  11.3868  -27.2521  -4.9311
H  5.3002  -34.3225  -9.9728
H  9.7370  -18.2666  -8.6612
H  6.2248  -33.2345  -7.5912
H  12.1823  -25.5587  -10.4342
H  15.6581  -28.7986  -3.1662
H  3.3265  -31.9271  -9.6603
H  11.2112  -30.1697  -8.3966
H  11.4692  -25.0471  -5.1062
H  12.8145  -29.7987  -5.8616
H  10.0409  -31.4703  -6.0838
H  11.3439  -28.4261  -9.8188
H  3.5922  -33.0417  -8.3692
H  11.1142  -32.8697  -4.9702
H  11.8451  -24.4686  -3.5968
H  11.9594  -34.9630  -7.9402
H  8.1291  -28.9079  -0.7573
H  9.2519  -29.3662  0.4297
H  7.2141  -30.3429  -8.1103
H  8.3360  -23.0641  -6.9764
H  11.2291  -28.1418  -6.5303
H  13.6514  -28.5380  -5.3602
H  7.6880  -20.4714  -6.1185
H  11.9204  -23.3184  -5.0686
H  9.9423  -34.5390  -8.4698
H  16.3822  -31.9530  -2.1250
H  13.0783  -26.6896  -11.1473
H  8.7082  -34.3838  -9.6748
H  9.2968  -30.0571  -6.9872
H  2.3854  -35.9590  -10.3389
H  9.7138  -21.4870  -5.0820
H  15.6388  -27.5228  -1.1652
H  13.1289  -25.7386  0.7535
H  9.0289  -30.4172  -5.2825
H  12.0604  -29.9924  -11.5875
H  15.8180  -28.6748  -5.2200
H  11.3828  -32.5709  -7.2287
H  13.6672  -23.6843  -1.0295
H  10.0950  -23.3995  -7.0221
H  14.9770  -32.5587  -3.0022
H  12.0444  -35.8800  -10.4545
H  3.4602  -35.3750  -9.0973
H  10.7975  -26.0098  -7.3962
H  13.3754  -32.6961  -9.2524
H  13.3678  -28.1322  0.8796
H  16.8212  -29.6992  -2.3357
H  10.1208  -25.0866  -11.9921
H  11.6492  -34.6306  -3.7084
H  8.2319  -26.2912  -13.3426
H  9.1693  -25.8051  -16.0671
H  13.7469  -27.5899  -1.9471
H  9.0497  -19.5392  -6.4191
H  7.6718  -21.3078  -8.3243
H  12.8446  -30.5094  -7.8666
H  10.8021  -32.4782  -8.9289
H  8.7417  -28.7248  -2.9273
H  9.4939  -27.3927  -13.8386
H  9.6297  -35.9205  -9.4022
H  8.1113  -24.6226  -15.1503
H  9.6813  -24.1732  -15.8024
H  9.3624  -26.5788  -11.2439
H  4.7814  -31.0376  -8.0251
H  6.7407  -32.8647  -9.0673
H  10.3507  -28.6787  -3.4232
H  14.8252  -26.0715  0.3057
H  4.8958  -32.9222  -11.1021
H  9.2044  -18.9199  -10.2597
H  9.1603  -25.5656  -8.1119
H  16.0702  -28.2948  -6.8958

Summary:
Maximum force   3.33 eV/Å
Frontier orbital gap   8.020 eV
HOMO   -10.0 eV
Net charge   +1
Multiplicity   1

Results of the Löwdin charge analysis, in e, for atoms 1 through 6: Mg 0.71; O -0.21; O -0.20; O 0.00; O -0.21; O -0.18


Question: The lowest maximum force belongs to which entry?
Answer: C35H88O17